# 1
Here is a cluster of 7 separate species, C6H27N12O7 in total from the OMol25 dataset. Energies are from the ωB97M-V functional and the def2-TZVPD basis.

```
52
C6H27N12O7 (the ωB97M-V functional and the def2-TZVPD basis)
O 0.131 -0.260 -1.337
H -0.301 0.561 -1.583
H 1.033 -0.034 -1.097
H -0.366 -0.639 -0.609
C 1.906 2.988 -2.024
O 1.840 1.772 -2.043
N 1.100 3.777 -1.357
N 2.887 3.586 -2.610
H 1.505 4.687 -1.190
H 0.319 3.339 -0.892
H 3.000 4.578 -2.765
H 3.442 3.002 -3.219
C 2.112 -1.661 1.349
O 1.992 -0.900 0.469
N 2.212 -1.415 2.608
N 2.055 -2.950 1.108
H 2.384 -0.490 2.975
H 2.245 -2.273 3.139
H 1.906 -3.356 0.195
H 1.849 -3.602 1.851
C -1.634 -0.824 1.846
O -1.333 -0.689 0.684
N -2.315 0.033 2.549
N -1.306 -1.819 2.576
H -2.366 0.006 3.557
H -2.325 0.841 1.943
H -1.746 -1.954 3.475
H -0.762 -2.582 2.199
C -1.006 -4.044 -0.693
O -0.131 -3.369 -1.159
N -0.860 -5.080 0.194
N -2.293 -4.184 -1.156
H 0.105 -5.111 0.491
H -1.742 -5.537 0.373
H -2.925 -4.696 -0.558
H -2.574 -3.447 -1.787
C -2.497 1.440 -2.804
O -1.704 1.493 -1.868
N -2.173 1.020 -3.986
N -3.659 1.906 -2.845
H -1.541 0.232 -3.950
H -2.936 1.119 -4.640
H -4.025 2.307 -1.994
H -4.236 1.693 -3.647
C 2.179 2.183 2.385
O 2.887 1.258 2.685
N 2.310 3.462 2.786
N 1.209 2.005 1.553
H 3.000 3.810 3.436
H 1.520 4.049 2.556
H 1.066 1.010 1.454
H 0.558 2.756 1.378
```

As for the HOMO-LUMO gap (spin up / spin down): 0.36099 / 0.12791 Eh. The highest occupied orbital energy (spin up / spin down) comes out at -0.548 / -0.548 Ha. The net charge is +2. The calculation puts the strongest force on any atom at 7.0 eV/Å. The calculation puts the total energy at -38859.86878 eV. The energy relative to the best compared isomer or geometry (same formula, charge and spin) is 2.34 kcal/mol. Its expectation value of S² is 0.7581. The spin multiplicity is 2.

# 2
Here is a cluster of 7 separate species, C6H27N2O6 in total from the OMol25 dataset. Energies are from the ωB97M-V functional and the def2-TZVPD basis.

```
41
C6H27N2O6 (the ωB97M-V functional and the def2-TZVPD basis)
C -0.291 -2.149 0.595
C -1.752 -2.496 0.737
C -2.696 -1.825 -0.288
N -1.643 1.708 -1.083
C -2.206 0.477 -1.113
C -2.605 -0.337 -0.079
C -3.378 -0.150 1.221
N 0.009 -0.784 1.236
H 0.419 -2.861 1.089
H -0.072 -2.060 -0.476
H -1.897 -3.640 0.617
H -2.156 -2.553 1.764
H -2.472 -2.214 -1.229
H -3.763 -2.198 -0.146
H -1.372 2.145 -1.977
H -2.022 2.353 -0.413
H -2.205 0.085 -2.100
H -4.076 -0.974 1.439
H -4.070 0.767 1.035
H -2.775 0.284 2.023
H -0.519 0.170 0.845
H 1.035 -0.529 0.994
H -0.024 -0.734 2.226
H 0.370 4.947 0.211
H 0.709 3.810 -0.657
O -0.092 4.051 -0.148
H 0.841 -0.884 -2.116
H 1.490 0.206 -1.375
O 1.357 -0.639 -1.247
H 3.616 0.472 0.132
H 4.938 0.750 0.852
O 4.601 0.508 -0.002
H 2.655 -1.858 -1.783
H 3.342 -2.424 -0.429
O 3.078 -2.612 -1.387
H 1.606 1.939 3.056
H 0.920 1.762 1.697
O 1.403 1.346 2.432
H 3.334 2.672 -2.484
H 3.534 1.512 -1.628
O 2.830 1.958 -2.042
```

As for the HOMO-LUMO gap (spin up / spin down): 0.13852 / 0.28433 Eh. The highest occupied orbital energy (spin up / spin down) comes out at -0.115 / -0.284 Ha. The calculation puts the strongest force on any atom at 7.9 eV/Å. The calculation puts the total energy at -21919.22832 eV. The energy relative to the best compared isomer or geometry (same formula, charge and spin) is 16.62 kcal/mol. Its expectation value of S² is 0.7514. The spin multiplicity is 2.

# 3
Here is a cluster of 7 separate species, C6H27NO6S in total from the OMol25 dataset. Energies are from the ωB97M-V functional and the def2-TZVPD basis.

```
41
C6H27NO6S (the ωB97M-V functional and the def2-TZVPD basis)
C -0.402 3.702 0.396
C 0.817 3.211 1.131
N 1.167 1.818 0.837
C 2.512 1.273 0.994
C 2.457 -0.173 0.474
C 1.877 -0.817 -0.778
C 1.381 -2.200 -0.549
S 0.574 -2.848 -2.113
H -0.693 2.884 -0.322
H -0.244 4.463 -0.389
H -1.216 3.997 1.025
H 1.665 3.817 0.784
H 0.834 3.418 2.254
H 0.468 1.106 1.046
H 2.741 1.162 2.056
H 3.294 1.843 0.497
H 2.094 -0.814 1.251
H 3.560 -0.462 0.330
H 2.633 -0.789 -1.574
H 1.187 -0.074 -1.181
H 2.189 -2.870 -0.225
H 0.533 -2.232 0.212
H -0.684 -2.860 -1.576
O -2.389 -2.540 0.408
H -1.566 -2.982 0.195
H -2.298 -1.605 0.201
O -0.377 1.516 -2.411
H -0.135 2.443 -2.528
H 0.062 1.327 -1.562
O -2.992 1.186 0.036
H -2.872 2.047 -0.376
H -3.813 0.770 -0.238
O -1.935 -0.188 2.573
H -1.877 -1.150 2.482
H -2.475 0.163 1.851
O -1.734 -0.598 -2.003
H -2.276 0.047 -1.541
H -1.107 -0.147 -2.598
O 0.656 -0.546 2.795
H 0.350 0.013 3.515
H 0.938 -1.378 3.195
```

As for the HOMO-LUMO gap: 0.31886 Eh. The highest occupied orbital energy comes out at -0.311 Ha. The calculation puts the strongest force on any atom at 4.2 eV/Å. The calculation puts the total energy at -31268.83658 eV. Its structure (SMILES) is CCNCCCCS.O.O.O.O.O.O. The energy relative to the best compared isomer or geometry (same formula, charge and spin) is 63.01 kcal/mol.

> Which of these has the lowest total energy?

C6H27N12O7